The following is a quantum chemistry calculation of C12H29Al2N4O5 as an isolated structure, from OMol25.

CARTESIAN COORDINATES (ANGSTROEM)
Al: 4.238 -0.875 -1.907
Al: 3.124 -0.952 2.672
O: 2.198 -0.211 0.075
H: 1.281 0.124 0.114
C: -3.165 0.758 0.424
O: -3.540 0.669 -0.749
N: -2.282 -0.172 0.887
C: -1.824 0.037 2.243
C: -1.682 -1.365 0.198
H: -3.526 1.475 1.177
H: -2.053 -0.800 2.902
H: -2.165 0.977 2.676
H: -0.746 0.174 2.152
H: -0.622 -1.402 0.449
H: -2.123 -2.330 0.445
H: -1.828 -1.377 -0.882
C: 1.280 2.539 1.371
O: 1.309 1.731 2.316
N: 0.292 3.477 1.346
C: 0.187 4.457 0.236
C: -0.638 3.661 2.534
H: 2.014 2.470 0.553
H: 0.507 5.434 0.597
H: -0.847 4.583 -0.087
H: 0.742 4.047 -0.607
H: -0.344 3.031 3.374
H: -0.613 4.683 2.914
H: -1.682 3.542 2.244
C: 1.452 1.620 -3.797
O: 2.134 0.638 -3.517
N: 0.322 2.002 -3.139
C: -0.226 1.067 -2.106
C: -0.521 3.079 -3.478
H: 1.629 2.347 -4.604
H: -0.397 1.534 -1.136
H: 0.376 0.220 -1.776
H: -1.249 0.727 -2.266
H: -1.039 2.888 -4.417
H: -1.192 3.293 -2.645
H: 0.117 3.955 -3.595
C: 1.700 -3.758 0.598
O: 1.404 -2.788 1.246
N: 1.015 -4.925 0.504
C: -0.235 -5.155 1.322
C: 1.439 -6.107 -0.223
H: 2.644 -3.835 0.036
H: -0.214 -6.086 1.889
H: -1.029 -5.364 0.605
H: -0.464 -4.377 2.050
H: 2.412 -5.978 -0.698
H: 1.637 -6.901 0.497
H: 0.793 -6.480 -1.018

Properties
2S+1: 2
HOMO energy (alpha / beta): -19.82 / -19.01 eV
LUMO (alpha / beta): -15.4 / -17.1 eV
net charge: +4
gap between HOMO and LUMO (alpha / beta): 4.45 / 1.93 eV

Here are the natural (NBO) charges for atoms 1 to 5, given in e: 1.007 1.019 -0.537 0.445 0.448


The following is a quantum chemistry calculation of one molecule with the formula ClH3N2, from OMol25.

CARTESIAN COORDINATES (ANGSTROEM)
N: -0.897 -0.224 0.033
N: 0.400 0.627 -0.556
Cl: 1.789 -0.219 0.135
H: -0.617 -0.625 0.955
H: -0.789 -1.004 -0.656
H: 0.113 1.445 0.089

Properties
HOMO energy: -10.29 eV
SMILES: NNCl
LUMO: 0.6 eV
gap between HOMO and LUMO: 10.92 eV

Here are the natural (NBO) charges for atoms 1 to 5, given in e: -0.666 -0.437 0.040 0.343 0.351


The following is a quantum chemistry calculation of a 2-piece molecular cluster, C5H10N overall, from OMol25.

CARTESIAN COORDINATES (ANGSTROEM)
C: 1.584 -0.481 -0.783
C: 0.845 0.926 -0.611
C: 0.506 -1.126 0.048
C: -0.195 0.170 0.161
C: -1.503 0.837 1.732
N: -0.734 -0.748 -0.747
H: 1.596 -0.877 -1.763
H: 2.570 -0.530 -0.223
H: 1.253 1.643 0.009
H: 0.408 1.450 -1.434
H: 0.466 -2.102 0.628
H: -1.014 0.425 2.573
H: -2.380 0.438 1.315
H: -1.214 1.937 1.449
H: -0.605 -0.758 -1.764
H: -1.583 -1.205 -0.591

Properties
HOMO energy: -14.31 eV
LUMO: -3.2 eV
net charge: +1
gap between HOMO and LUMO: 11.14 eV

Here are the natural (NBO) charges for atoms 1 to 5, given in e: -0.405 -0.438 -0.072 0.138 -0.434


The following is a quantum chemistry calculation of a 3-piece molecular cluster, C23H51Br2ClF3O4P3 overall, from OMol25.

CARTESIAN COORDINATES (ANGSTROEM)
C: 2.286 3.533 0.772
C: 1.629 2.283 0.206
O: 1.240 1.436 1.304
P: -0.006 0.477 1.067
O: -0.389 -0.187 2.321
C: -1.417 1.443 0.435
C: -1.563 2.783 1.168
C: -2.226 3.970 0.410
P: -3.069 3.618 -1.211
C: -4.816 3.437 -0.473
C: -5.113 1.990 -0.047
C: -5.606 1.846 1.375
F: -4.837 2.632 2.205
Br: -5.392 0.022 2.000
C: -7.062 2.311 1.624
F: -7.401 2.082 2.915
F: -7.144 3.646 1.419
Br: -8.346 1.415 0.491
P: -0.983 3.787 -2.241
O: -1.111 2.624 -3.416
Cl: -1.207 5.586 -3.235
O: 0.454 -0.512 -0.100
C: -0.254 -1.756 -0.183
C: -1.631 -1.652 -0.839
H: 1.526 4.262 1.043
H: 2.812 3.267 1.685
H: 2.972 3.978 0.061
H: 2.319 1.766 -0.456
H: 0.776 2.601 -0.391
H: -2.257 0.806 0.697
H: -1.297 1.527 -0.642
H: -2.148 2.612 2.065
H: -0.593 3.122 1.516
H: -1.469 4.727 0.213
H: -2.955 4.438 1.061
H: -3.126 2.282 -1.692
H: -3.532 4.644 -2.093
H: -5.508 3.717 -1.267
H: -4.992 4.147 0.327
H: -5.853 1.568 -0.719
H: -4.239 1.349 -0.153
H: -0.327 2.081 -3.338
H: 0.369 -2.413 -0.782
H: -0.348 -2.230 0.788
H: -1.835 -2.535 -1.436
H: -1.774 -0.746 -1.419
H: -2.386 -1.660 -0.052
C: 4.203 1.158 3.712
C: 5.125 2.314 4.089
C: 6.061 2.738 2.957
C: 7.039 1.658 2.492
C: 7.951 1.103 3.585
C: 8.871 2.155 4.200
H: 4.763 0.257 3.460
H: 3.538 0.909 4.539
H: 3.580 1.422 2.856
H: 5.704 2.047 4.978
H: 4.514 3.175 4.373
H: 6.618 3.625 3.270
H: 5.459 3.051 2.098
H: 7.658 2.072 1.690
H: 6.483 0.830 2.042
H: 8.564 0.308 3.152
H: 7.355 0.633 4.371
H: 9.508 2.607 3.437
H: 9.519 1.708 4.955
H: 8.306 2.952 4.685
C: -2.256 -5.812 -1.392
C: -1.136 -5.576 -2.404
C: -1.643 -5.167 -3.786
C: -2.519 -6.209 -4.484
C: -1.859 -7.573 -4.682
C: -0.615 -7.524 -5.565
H: -2.916 -6.624 -1.698
H: -1.842 -6.075 -0.418
H: -2.862 -4.912 -1.268
H: -0.515 -6.472 -2.477
H: -0.482 -4.784 -2.025
H: -0.787 -4.924 -4.420
H: -2.218 -4.239 -3.693
H: -2.815 -5.813 -5.461
H: -3.447 -6.342 -3.923
H: -2.590 -8.245 -5.139
H: -1.605 -8.013 -3.714
H: -0.856 -7.128 -6.553
H: -0.196 -8.522 -5.697
H: 0.165 -6.897 -5.130

Properties
HOMO energy: -7.84 eV
SMILES: CCOP(=O)(CCC[PH2](CC[C@](F)(Br)C(F)(F)Br)P(O)Cl)OCC.CCCCCC.CCCCCC
LUMO: 0.3 eV
gap between HOMO and LUMO: 8.15 eV

Here are the Mulliken charges for atoms 1 to 5, given in e: -1.014 0.160 -0.133 0.897 -0.883


The following is a quantum chemistry calculation of a 4-piece molecular cluster, C23H41ClF9N6O7P3S overall, from OMol25.

CARTESIAN COORDINATES (ANGSTROEM)
N: 1.455 2.110 1.407
C: 1.053 1.359 0.627
C: 0.561 0.417 -0.354
C: 1.182 -0.984 -0.143
C: 2.708 -0.993 -0.096
C: 3.271 -1.949 0.938
F: 2.472 -3.050 0.920
F: 4.498 -2.377 0.605
C: 3.262 -1.433 2.403
F: 3.095 -2.500 3.209
F: 2.224 -0.620 2.604
C: 4.570 -0.765 2.909
F: 5.542 -1.667 3.018
F: 4.296 -0.298 4.139
C: 5.088 0.450 2.106
F: 4.224 1.445 2.161
F: 5.352 0.131 0.842
F: 6.227 0.851 2.675
P: 0.843 1.011 -2.141
P: 2.594 2.292 -2.298
O: 2.509 2.881 -3.626
O: 2.591 3.354 -1.126
O: 4.001 1.517 -2.092
C: -0.989 0.328 -0.209
C: -1.316 -0.226 1.097
N: -1.290 -0.742 2.131
N: -1.475 -0.486 -1.352
C: -2.018 -1.554 -1.104
S: -2.638 -2.946 -0.898
P: -1.670 2.135 -0.381
O: -3.117 1.880 -1.043
Cl: -2.118 2.551 1.580
H: 0.850 -1.575 -0.984
H: 0.744 -1.434 0.737
H: 3.067 -1.373 -1.048
H: 3.130 0.000 -0.003
H: 1.285 -0.171 -2.767
H: 3.464 3.335 -0.708
H: 3.838 0.573 -2.186
H: -3.704 1.370 -0.461
C: -5.898 -1.976 5.166
C: -4.602 -1.367 4.639
C: -4.811 -0.237 3.621
O: -5.186 -0.664 2.325
C: -6.561 -0.952 2.169
N: -3.751 -2.434 4.108
H: -6.352 -2.654 4.444
H: -5.699 -2.555 6.067
H: -6.626 -1.203 5.417
H: -4.081 -0.924 5.493
H: -3.857 0.279 3.490
H: -5.529 0.506 3.996
H: -7.182 -0.286 2.775
H: -6.783 -1.992 2.422
H: -6.811 -0.798 1.121
H: -2.850 -2.033 3.861
H: -4.144 -2.728 3.218
C: 9.171 2.833 -0.791
C: 8.199 1.657 -0.821
C: 8.494 0.634 -1.927
O: 8.108 1.034 -3.226
C: 9.018 1.886 -3.896
N: 6.830 2.173 -0.899
H: 8.959 3.557 -1.577
H: 9.090 3.360 0.159
H: 10.203 2.497 -0.902
H: 8.302 1.126 0.130
H: 7.907 -0.264 -1.719
H: 9.551 0.335 -1.918
H: 10.055 1.644 -3.645
H: 8.821 2.937 -3.671
H: 8.876 1.741 -4.966
H: 6.178 1.403 -0.813
H: 6.681 2.512 -1.846
C: -8.228 0.050 -1.409
C: -6.898 0.312 -2.110
C: -6.811 -0.276 -3.524
O: -6.610 -1.675 -3.570
C: -7.775 -2.462 -3.409
N: -5.808 -0.162 -1.252
H: -8.299 -0.972 -1.037
H: -8.335 0.712 -0.550
H: -9.070 0.231 -2.079
H: -6.794 1.396 -2.214
H: -5.937 0.156 -4.017
H: -7.687 0.003 -4.124
H: -8.649 -1.985 -3.861
H: -7.974 -2.672 -2.355
H: -7.600 -3.413 -3.912
H: -4.922 0.105 -1.674
H: -5.800 -1.177 -1.300

Properties
HOMO energy: -9.00 eV
SMILES: N#C[C@](CCC(F)(F)C(F)(F)C(F)(F)C(F)(F)F)(PP(=O)(O)O)[C@](C#N)(N=C=S)P(O)Cl.COC[C@@H](C)N.COC[C@@H](C)N.COC[C@@H](C)N
LUMO: -0.6 eV
gap between HOMO and LUMO: 8.41 eV

Here are the Mulliken charges for atoms 1 to 5, given in e: -0.543 -0.575 1.605 -1.939 -0.797